1.
Here is a molecular structure, C24H25N4O2PdSTe at a distorted geometry from the Open Molecules 2025 dataset. Energies are from wB97M-V/def2-TZVPD.

Output
2S+1 = 5
Relative energy (zero: lowest compared OMol25 entry of this formula, charge and spin) = 92.5 kJ/mol
M = 667.58 g mol⁻¹
Strongest force on any atom = 2.9 eV/A
⟨S²⟩ = 6.061
Frontier orbital gap (alpha / beta) = 6.96 / 5.24 eV
Net charge = +1
Highest occupied orbital energy (alpha / beta) = -10.056 / -10.821 eV

Cartesian coordinates (Å):
Pd -0.377 0.706 0.598
N -2.996 -0.183 3.949
C -2.265 0.439 2.998
S -2.369 -0.239 1.357
N -1.596 1.493 3.396
N -0.746 1.848 2.398
C -0.289 3.039 2.478
C 0.489 3.507 1.343
C 1.010 4.777 1.345
C 1.482 5.351 0.156
C 1.434 4.558 -0.979
C 0.953 3.268 -0.908
N 0.488 2.763 0.265
H -3.332 -1.099 3.760
H -2.741 0.037 4.897
H -0.462 3.741 3.310
H 0.949 5.408 2.225
H 1.781 6.399 0.096
H 1.767 4.965 -1.949
H 0.956 2.652 -1.789
C 1.610 -0.506 3.343
C 2.440 0.690 3.085
O 2.431 1.697 3.810
C 3.305 0.674 1.805
C 4.467 1.309 2.012
C 5.420 1.414 0.979
C 5.089 0.839 -0.238
C 3.852 0.302 -0.550
C 2.859 0.199 0.480
O 1.709 -0.190 0.146
H 1.084 -0.441 4.293
H 2.109 -1.455 3.371
H 0.858 -0.747 2.523
H 4.527 1.778 2.996
H 6.341 1.900 1.082
H 5.857 1.034 -0.997
H 3.621 0.143 -1.588
C -4.004 -5.452 -2.759
C -3.202 -4.218 -2.655
C -3.730 -3.054 -3.220
C -3.026 -1.889 -3.224
C -3.506 -0.695 -3.972
C -1.837 -1.815 -2.462
Te -1.090 0.052 -2.065
C -1.248 -2.968 -1.919
C 0.080 -2.890 -1.318
C -1.961 -4.141 -2.043
H -4.153 -5.680 -3.835
H -4.959 -5.295 -2.257
H -3.622 -6.334 -2.289
H -4.604 -3.107 -3.825
H -4.068 -1.043 -4.829
H -2.756 -0.067 -4.382
H -4.118 -0.016 -3.337
H 0.885 -2.663 -2.127
H 0.419 -3.776 -0.779
H 0.197 -2.043 -0.630
H -1.410 -4.974 -1.574

Here are the Mulliken charges for atoms 1 to 5, given in e:
1. Pd 0.32
2. N -0.43
3. C 0.58
4. S -0.35
5. N -1.21

=====

2.
Here is a molecular structure, C17H22AuFN9O5Se at a distorted geometry from the Open Molecules 2025 dataset. Energies are from wB97M-V/def2-TZVPD.

Output
2S+1 = 3
Relative energy (zero: lowest compared OMol25 entry of this formula, charge and spin) = 0.0 kJ/mol
M = 727.35 g mol⁻¹
Strongest force on any atom = 3.7 eV/A
⟨S²⟩ = 2.036
Frontier orbital gap (alpha / beta) = 8.73 / 4.73 eV
Net charge = +1
Highest occupied orbital energy (alpha / beta) = -11.961 / -11.954 eV

Cartesian coordinates (Å):
Au -0.100 1.088 -2.252
Se -0.915 1.966 -4.338
C 0.560 2.661 -5.390
C 0.571 2.230 -6.711
C 1.339 2.932 -7.643
N 2.084 3.949 -7.327
C 2.094 4.347 -6.087
C 1.316 3.784 -5.084
H -0.151 1.419 -6.950
H 1.166 2.648 -8.713
H 2.715 5.186 -5.819
H 1.266 4.274 -4.121
F -3.044 4.400 3.693
C -2.730 3.100 3.762
C -2.984 2.243 2.741
N -2.831 0.865 2.871
C -3.303 -0.064 1.834
C -3.078 0.355 0.253
O -2.788 1.533 -0.018
O -3.402 -0.550 -0.512
C -2.289 0.320 4.023
O -2.076 -0.886 4.091
N -1.963 1.218 5.005
C -2.130 2.621 5.005
O -1.900 3.292 6.028
H -3.262 2.458 1.730
H -4.419 -0.037 1.871
H -2.879 -1.043 2.029
H -1.656 0.890 5.918
N -3.181 -3.120 -1.290
C -2.074 -3.543 -1.919
N -2.121 -4.823 -2.418
O -1.092 -2.783 -2.147
H -3.976 -3.724 -1.213
H -3.240 -2.136 -0.980
H -2.667 -5.548 -1.942
H -1.176 -5.161 -2.728
C 4.460 -2.914 1.852
C 3.637 -1.620 2.217
C 3.853 -1.078 3.693
C 2.167 -1.866 1.875
N 1.748 -0.807 0.965
C 0.782 -0.766 -0.031
N 0.581 0.467 -0.371
N 1.300 1.260 0.533
N 1.952 0.466 1.314
H 5.520 -2.760 2.126
H 4.515 -3.199 0.776
H 4.062 -3.734 2.518
H 4.015 -0.762 1.518
H 3.748 -1.879 4.469
H 3.249 -0.172 3.936
H 4.932 -0.792 3.736
H 1.598 -1.838 2.806
H 1.900 -2.795 1.378
H 0.295 -1.571 -0.560

Here are the Mulliken charges for atoms 1 to 5, given in e:
1. Au 0.19
2. Se 0.12
3. C 0.48
4. C -0.33
5. C -0.25

=====

3.
Here is a molecular structure, C55H44N13SSc at a distorted geometry from the Open Molecules 2025 dataset. Energies are from wB97M-V/def2-TZVPD.

Output
Relative energy (zero: lowest compared OMol25 entry of this formula, charge and spin) = 340.5 kJ/mol
M = 964.07 g mol⁻¹
Strongest force on any atom = 1.0 eV/A
Frontier orbital gap (alpha / beta) = 4.72 / 4.71 eV
Highest occupied orbital energy (alpha / beta) = -6.266 / -6.260 eV

Cartesian coordinates (Å):
Sc -0.143 0.183 -0.510
C 2.601 5.574 -3.649
C 3.830 5.003 -3.284
C 3.894 3.776 -2.654
C 2.695 3.122 -2.387
C 2.381 1.877 -1.727
N 3.324 1.111 -1.243
C 3.154 -0.015 -0.584
C 4.220 -0.837 -0.095
C 5.604 -0.689 -0.140
C 6.380 -1.650 0.468
C 5.794 -2.757 1.103
C 4.427 -2.922 1.146
C 3.613 -1.947 0.548
C 2.201 -1.723 0.413
N 0.104 -1.453 1.366
C -1.326 -1.530 1.520
N -1.898 -0.403 0.870
C -3.008 -0.794 0.281
N -3.769 -0.029 -0.505
C -3.255 0.992 -1.135
N -1.934 1.276 -1.342
C -1.877 2.425 -2.104
N -0.848 3.078 -2.520
C 0.449 2.773 -2.306
N 0.995 1.700 -1.700
C 1.471 3.692 -2.751
C 1.410 4.928 -3.390
C -3.237 2.896 -2.401
C -3.712 3.989 -3.099
C -5.090 4.152 -3.175
C -5.958 3.244 -2.570
C -5.475 2.147 -1.868
C -4.104 1.993 -1.795
C -3.319 -2.193 0.600
C -4.384 -2.995 0.242
C -4.370 -4.319 0.656
C -3.303 -4.815 1.397
C -2.227 -4.008 1.754
C -2.245 -2.688 1.344
N 1.950 -0.591 -0.239
H 2.594 6.539 -4.140
H 4.745 5.539 -3.502
H 4.837 3.326 -2.371
H 6.044 0.161 -0.645
H 7.459 -1.558 0.459
H 6.429 -3.499 1.568
H 4.005 -3.786 1.633
H 0.456 5.357 -3.669
H -3.031 4.690 -3.564
H -5.496 4.999 -3.712
H -7.026 3.401 -2.651
H -6.141 1.436 -1.399
H -5.199 -2.588 -0.343
H -5.190 -4.976 0.399
H -3.301 -5.856 1.694
H -1.404 -4.429 2.312
C -0.549 -2.513 8.377
C -1.554 -2.772 7.244
C -2.536 -1.600 7.184
C -2.353 -4.048 7.553
C -0.801 -2.948 5.930
C 0.109 -4.000 5.781
C 0.778 -4.213 4.594
C 0.573 -3.376 3.498
S 1.328 -3.871 1.979
C 0.956 -2.495 0.811
N -0.458 -1.290 2.671
C -0.281 -2.294 3.652
C -0.958 -2.094 4.854
C 0.246 -2.958 -0.480
C 0.201 -4.295 -0.841
C -0.487 -4.679 -1.985
C -1.120 -3.718 -2.752
C -1.040 -2.376 -2.390
C -0.350 -1.940 -1.257
H -1.078 -2.366 9.320
H 0.047 -1.622 8.169
H 0.134 -3.355 8.500
H -3.077 -1.531 8.129
H -3.270 -1.745 6.389
H -2.023 -0.650 7.022
H -2.825 -3.963 8.534
H -1.714 -4.931 7.562
H -3.129 -4.203 6.801
H 0.308 -4.670 6.607
H 1.458 -5.051 4.490
H -1.612 -1.232 4.902
H 0.685 -5.051 -0.234
H -0.533 -5.724 -2.266
H -1.672 -4.010 -3.638
H -1.538 -1.651 -3.028
C -0.871 2.087 2.226
N 0.322 1.946 1.343
C 0.657 3.308 0.844
N 0.896 4.257 1.923
C -0.301 4.328 2.760
N -0.645 3.022 3.320
C 0.493 2.540 4.108
N 1.708 2.436 3.298
C 1.458 1.510 2.201
C 2.003 3.756 2.740
H -1.112 1.114 2.642
H -1.712 2.435 1.622
H -0.170 3.671 0.229
H 1.560 3.248 0.235
H -1.137 4.687 2.156
H -0.127 5.034 3.574
H 0.252 1.556 4.517
H 0.674 3.233 4.931
H 1.229 0.529 2.616
H 2.356 1.438 1.582
H 2.901 3.689 2.121
H 2.189 4.455 3.557

Here are the Mulliken charges for atoms 1 to 5, given in e:
1. Sc -0.79
2. C -0.70
3. C -0.64
4. C -0.34
5. C 0.71

=====

4.
Here is 12 unconnected molecules or ions with the total composition C39H72B6F24N8O4 at a distorted geometry from the Open Molecules 2025 dataset. Energies are from wB97M-V/def2-TZVPD.

Output
M = 1237.88 g mol⁻¹
Strongest force on any atom = 2.7 eV/A
Frontier orbital gap = 5.19 eV
Net charge = +2
Highest occupied orbital energy = -11.992 eV

Cartesian coordinates (Å):
C -0.157 1.640 1.155
C 1.010 1.080 0.439
O 1.900 0.476 0.965
N 0.970 1.192 -1.037
H 0.807 0.321 -1.569
H 0.057 1.615 -1.283
C 2.177 1.928 -1.588
H -1.138 1.238 0.892
H -0.200 2.729 1.082
H -0.129 1.438 2.226
H 1.938 2.245 -2.598
H 2.961 1.190 -1.510
H 2.454 2.824 -1.067
C 5.156 -11.594 -2.307
N 4.340 -10.388 -2.075
C 4.347 -9.789 -0.855
C 3.816 -8.532 -0.703
C 3.175 -7.878 -1.763
C 3.195 -8.492 -3.008
C 3.759 -9.756 -3.094
C 2.614 -6.516 -1.623
C 1.647 -6.269 -0.650
C 1.157 -4.980 -0.555
N 1.682 -3.979 -1.263
C 2.562 -4.205 -2.269
C 3.007 -5.500 -2.480
C 1.311 -2.587 -1.001
H 5.849 -11.428 -3.133
H 4.450 -12.332 -2.685
H 5.747 -11.809 -1.426
H 4.864 -10.286 -0.048
H 3.957 -7.983 0.218
H 2.757 -8.025 -3.877
H 3.885 -10.166 -4.089
H 1.328 -7.039 0.036
H 0.330 -4.723 0.093
H 2.838 -3.313 -2.824
H 3.660 -5.714 -3.314
H 0.411 -2.576 -0.398
H 0.983 -2.141 -1.949
H 2.236 -2.055 -0.777
C 1.124 -3.411 6.645
N 1.650 -2.228 5.920
C 0.746 -1.314 5.495
C 1.182 -0.140 4.921
C 2.531 0.127 4.768
C 3.432 -0.786 5.322
C 2.967 -1.948 5.895
C 2.959 1.336 4.049
C 2.294 2.559 4.190
C 2.636 3.680 3.486
N 3.724 3.664 2.678
C 4.506 2.575 2.703
C 4.145 1.397 3.321
C 4.288 4.960 2.197
H 1.793 -4.259 6.536
H 0.138 -3.644 6.256
H 1.057 -3.129 7.694
H -0.285 -1.537 5.721
H 0.422 0.574 4.609
H 4.497 -0.629 5.232
H 3.666 -2.744 6.110
H 1.389 2.579 4.789
H 2.184 4.655 3.596
H 5.527 2.803 2.430
H 4.855 0.582 3.337
H 4.409 5.611 3.055
H 3.559 5.291 1.457
H 5.170 4.718 1.608
C -0.280 2.647 -7.654
C 0.326 2.340 -6.313
C -0.625 2.158 -5.159
O -1.755 1.402 -5.415
C -2.899 2.118 -5.853
N 1.209 1.057 -6.524
H 2.098 1.278 -6.977
H 1.517 0.709 -5.613
H 0.838 0.274 -7.060
H -0.758 3.626 -7.618
H -1.084 1.947 -7.892
H 0.402 2.556 -8.500
H 1.066 3.103 -6.067
H -0.852 3.199 -4.887
H -0.036 1.902 -4.273
H -3.810 1.676 -5.444
H -3.052 2.079 -6.933
H -2.888 3.126 -5.435
C -4.927 -2.215 0.271
C -4.753 -1.457 1.589
C -5.085 -2.299 2.783
O -5.217 -1.513 3.942
C -5.871 -2.215 4.974
N -3.376 -0.843 1.624
H -3.546 -0.312 2.490
H -2.588 -1.473 1.724
H -3.213 -0.137 0.892
H -4.431 -3.184 0.343
H -4.581 -1.675 -0.610
H -5.986 -2.317 0.030
H -5.424 -0.608 1.730
H -4.465 -3.201 2.954
H -6.003 -2.870 2.578
H -5.207 -3.006 5.341
H -6.883 -2.555 4.748
H -6.000 -1.548 5.829
C -4.013 5.539 3.405
C -4.101 5.487 1.877
C -3.911 6.815 1.178
O -3.971 6.598 -0.202
C -4.131 7.724 -1.027
N -3.061 4.549 1.341
H -2.837 4.774 0.353
H -2.109 4.528 1.724
H -3.280 3.547 1.310
H -3.102 6.100 3.625
H -3.896 4.526 3.767
H -4.910 5.999 3.811
H -5.049 5.031 1.598
H -2.966 7.300 1.455
H -4.733 7.481 1.468
H -3.484 8.504 -0.612
H -5.175 8.070 -1.013
H -3.974 7.497 -2.078
B -1.302 3.634 -2.176
F 0.010 3.859 -2.641
F -1.694 4.393 -1.052
F -2.101 4.016 -3.276
F -1.437 2.283 -1.847
B 2.690 -0.383 -3.814
F 2.678 -1.348 -4.847
F 3.194 0.794 -4.348
F 1.342 -0.177 -3.410
F 3.423 -0.788 -2.692
B -4.616 1.799 0.051
F -4.876 3.060 -0.480
F -3.196 1.649 0.086
F -5.140 1.820 1.370
F -5.131 0.697 -0.620
B -1.604 3.051 3.871
F -2.362 2.408 2.889
F -0.647 3.929 3.290
F -2.365 3.750 4.780
F -0.796 2.064 4.538
B 5.099 2.810 -0.692
F 5.972 1.893 -0.081
F 5.507 4.158 -0.541
F 5.044 2.513 -2.058
F 3.815 2.628 -0.127
B -1.823 -1.891 -1.977
F -1.682 -0.849 -1.040
F -0.953 -1.640 -3.068
F -1.388 -3.170 -1.488
F -3.096 -2.005 -2.494

Here are the Mulliken charges for atoms 1 to 5, given in e:
1. C 0.49
2. C 0.16
3. O -0.44
4. N 2.41
5. H -0.43

=====

What did the first record say?
Here is a molecular structure, C24H25N4O2PdSTe at a distorted geometry from the Open Molecules 2025 dataset. Energies are from wB97M-V/def2-TZVPD.

Output
2S+1 = 5
Relative energy (zero: lowest compared OMol25 entry of this formula, charge and spin) = 92.5 kJ/mol
M = 667.58 g mol⁻¹
Strongest force on any atom = 2.9 eV/A
⟨S²⟩ = 6.061
Frontier orbital gap (alpha / beta) = 6.96 / 5.24 eV
Net charge = +1
Highest occupied orbital energy (alpha / beta) = -10.056 / -10.821 eV

Cartesian coordinates (Å):
Pd -0.377 0.706 0.598
N -2.996 -0.183 3.949
C -2.265 0.439 2.998
S -2.369 -0.239 1.357
N -1.596 1.493 3.396
N -0.746 1.848 2.398
C -0.289 3.039 2.478
C 0.489 3.507 1.343
C 1.010 4.777 1.345
C 1.482 5.351 0.156
C 1.434 4.558 -0.979
C 0.953 3.268 -0.908
N 0.488 2.763 0.265
H -3.332 -1.099 3.760
H -2.741 0.037 4.897
H -0.462 3.741 3.310
H 0.949 5.408 2.225
H 1.781 6.399 0.096
H 1.767 4.965 -1.949
H 0.956 2.652 -1.789
C 1.610 -0.506 3.343
C 2.440 0.690 3.085
O 2.431 1.697 3.810
C 3.305 0.674 1.805
C 4.467 1.309 2.012
C 5.420 1.414 0.979
C 5.089 0.839 -0.238
C 3.852 0.302 -0.550
C 2.859 0.199 0.480
O 1.709 -0.190 0.146
H 1.084 -0.441 4.293
H 2.109 -1.455 3.371
H 0.858 -0.747 2.523
H 4.527 1.778 2.996
H 6.341 1.900 1.082
H 5.857 1.034 -0.997
H 3.621 0.143 -1.588
C -4.004 -5.452 -2.759
C -3.202 -4.218 -2.655
C -3.730 -3.054 -3.220
C -3.026 -1.889 -3.224
C -3.506 -0.695 -3.972
C -1.837 -1.815 -2.462
Te -1.090 0.052 -2.065
C -1.248 -2.968 -1.919
C 0.080 -2.890 -1.318
C -1.961 -4.141 -2.043
H -4.153 -5.680 -3.835
H -4.959 -5.295 -2.257
H -3.622 -6.334 -2.289
H -4.604 -3.107 -3.825
H -4.068 -1.043 -4.829
H -2.756 -0.067 -4.382
H -4.118 -0.016 -3.337
H 0.885 -2.663 -2.127
H 0.419 -3.776 -0.779
H 0.197 -2.043 -0.630
H -1.410 -4.974 -1.574

Here are the Mulliken charges for atoms 1 to 5, given in e:
1. Pd 0.32
2. N -0.43
3. C 0.58
4. S -0.35
5. N -1.21